[1]
{
  "formula": "C23H30ClN4O4PdS",
  "method": "ωB97M-V/def2-TZVPD",
  "elements": ["Pd", "Cl", "C", "C", "C", "C", "N", "C", "H", "H", "H", "H", "C", "C", "C", "C", "C", "C", "H", "H", "H", "H", "H", "C", "C", "C", "C", "C", "C", "C", "S", "O", "O", "N", "C", "C", "C", "O", "O", "H", "H", "H", "H", "H", "H", "H", "H", "H", "H", "H", "H", "N", "C", "C", "N", "H", "H", "H", "H", "H", "H", "H", "H", "H"],
  "coordinates": [[-0.644, 1.587, 1.014], [-3.548, -0.711, -3.298], [-3.047, -0.886, -1.661], [-3.390, -2.010, -0.933], [-2.923, -2.113, 0.366], [-2.147, -1.092, 0.878], [-1.844, 0.008, 0.182], [-2.286, 0.112, -1.073], [-3.995, -2.788, -1.379], [-3.146, -2.982, 0.969], [-1.726, -1.166, 1.872], [-2.013, 1.009, -1.611], [2.189, 4.521, 3.436], [0.817, 4.756, 3.421], [-0.012, 3.999, 2.596], [0.511, 2.983, 1.790], [1.896, 2.801, 1.764], [2.727, 3.558, 2.586], [2.838, 5.122, 4.060], [0.397, 5.548, 4.031], [-1.078, 4.212, 2.580], [2.316, 2.033, 1.124], [3.799, 3.402, 2.556], [-2.563, -4.686, -3.491], [-1.204, -4.040, -3.476], [-0.538, -3.749, -4.660], [0.710, -3.137, -4.648], [1.297, -2.815, -3.437], [0.651, -3.100, -2.240], [-0.589, -3.711, -2.268], [2.874, -2.003, -3.395], [3.293, -1.834, -4.754], [3.696, -2.669, -2.429], [2.555, -0.528, -2.778], [1.526, 0.269, -3.443], [1.259, 1.554, -2.672], [0.745, 1.313, -1.271], [-0.174, 2.130, -0.857], [1.202, 0.421, -0.546], [-2.780, -5.128, -4.462], [-3.344, -3.948, -3.287], [-2.636, -5.470, -2.736], [-0.995, -4.007, -5.607], [1.233, -2.910, -5.567], [1.127, -2.856, -1.298], [-1.084, -3.957, -1.335], [2.425, -0.552, -1.768], [0.585, -0.289, -3.543], [1.874, 0.509, -4.447], [0.544, 2.169, -3.216], [2.180, 2.136, -2.577], [1.191, 1.837, 5.826], [-0.187, 1.444, 5.339], [-0.033, 1.076, 3.870], [-1.233, 1.270, 3.045], [1.189, 2.128, 6.805], [1.542, 2.620, 5.254], [1.857, 1.067, 5.727], [-0.799, 2.339, 5.454], [-0.570, 0.657, 5.986], [0.348, 0.064, 3.726], [0.715, 1.758, 3.466], [-1.649, 2.177, 3.244], [-1.932, 0.552, 3.195]],
  "forces_ev_per_angstrom": [[-0.521, 0.182, 0.309], [0.002, 0.002, 0.000], [0.009, 0.006, -0.013], [-0.019, -0.022, -0.022], [0.035, 0.008, 0.035], [0.017, -0.049, -0.097], [-0.191, -0.157, -0.032], [-0.018, -0.021, 0.068], [0.008, 0.015, 0.016], [0.003, 0.003, 0.004], [-0.013, -0.016, 0.014], [-0.011, 0.006, -0.017], [0.015, -0.048, 0.112], [-0.101, -0.027, 0.038], [0.136, 0.044, -0.011], [-0.065, 0.159, -0.260], [0.034, 0.093, 0.031], [0.006, -0.105, -0.052], [0.009, 0.023, -0.009], [0.007, 0.013, -0.005], [0.007, 0.044, 0.007], [0.019, 0.031, 0.003], [0.000, 0.007, 0.000], [0.008, 0.000, -0.008], [0.001, -0.001, -0.019], [-0.005, 0.012, 0.004], [-0.016, 0.019, 0.025], [-0.002, -0.050, -0.018], [0.027, -0.006, 0.016], [0.001, 0.004, 0.020], [-0.001, -0.056, -0.002], [-0.038, 0.000, 0.003], [-0.004, 0.024, 0.020], [-0.019, 0.094, 0.019], [0.052, 0.027, -0.050], [0.000, 0.012, -0.019], [-0.038, 0.320, 0.276], [0.428, -0.187, -0.347], [0.134, -0.107, -0.224], [-0.003, -0.003, 0.001], [0.007, -0.018, -0.033], [-0.003, 0.010, 0.006], [0.001, 0.000, -0.001], [0.003, -0.004, -0.004], [0.001, -0.007, -0.006], [-0.001, -0.002, 0.002], [-0.025, -0.036, -0.041], [0.001, -0.023, 0.005], [-0.015, 0.003, -0.005], [-0.006, 0.004, 0.013], [0.020, -0.034, -0.004], [-0.048, -0.021, 0.070], [0.062, 0.093, 0.008], [-0.069, -0.042, 0.042], [0.286, -0.024, 0.095], [-0.003, -0.005, -0.016], [0.029, 0.116, -0.091], [-0.010, 0.014, 0.000], [-0.042, -0.028, -0.011], [0.064, -0.012, 0.020], [-0.114, -0.050, 0.069], [0.055, -0.204, 0.029], [-0.061, -0.053, 0.035], [-0.023, 0.027, 0.003]],
  "lowdin_charge": [0.937, 0.739, -0.631, -0.080, -0.041, -0.130, -0.036, -0.126, 0.111, 0.117, 0.095, 0.111, -0.121, -0.104, -0.141, -0.290, -0.109, -0.088, 0.102, 0.105, 0.098, 0.099, 0.108, -0.044, -0.270, -0.024, -0.039, -0.290, -0.050, -0.046, 0.617, -0.281, -0.282, -0.129, -0.214, -0.079, -0.640, -0.170, -0.026, 0.082, 0.054, 0.085, 0.117, 0.116, 0.118, 0.106, 0.083, 0.118, 0.125, 0.124, 0.137, 0.203, -0.107, -0.232, -0.036, 0.176, 0.141, 0.179, 0.135, 0.135, 0.140, 0.064, 0.084, 0.095],
  "total_charge": 1,
  "orbital_gap_ev": 7.315,
  "e_tot_ev": -65319.76530,
  "lumo_energy_ha": -0.131,
  "max_force_ev_per_a": 0.6
}

---

[2]
{
  "formula": "C23H30ClNO6",
  "method": "ωB97M-V/def2-TZVPD",
  "elements": ["C", "C", "C", "C", "C", "C", "C", "C", "C", "O", "C", "C", "O", "C", "O", "C", "Cl", "C", "N", "C", "O", "H", "H", "H", "H", "H", "H", "H", "H", "H", "H", "H", "H", "H", "H", "C", "C", "C", "O", "C", "H", "H", "H", "H", "H", "H", "H", "H", "C", "C", "C", "O", "C", "H", "H", "H", "H", "H", "H", "H", "H"],
  "coordinates": [[-1.371, 6.022, -1.651], [-1.393, 4.519, -1.928], [-1.142, 3.583, -0.769], [-0.266, 2.523, -0.985], [0.033, 1.608, 0.016], [-0.571, 1.714, 1.265], [-1.479, 2.739, 1.483], [-1.757, 3.677, 0.495], [-2.749, 4.755, 0.824], [-3.826, 4.656, -0.113], [-4.714, 5.677, -0.224], [-4.953, 6.514, 1.000], [-5.312, 5.815, -1.252], [-0.275, 0.736, 2.353], [-1.010, 0.613, 3.306], [0.957, -0.053, 2.183], [1.542, -0.904, 3.550], [1.574, -0.172, 0.986], [2.708, -0.889, 0.737], [0.989, 0.509, -0.221], [1.313, 0.117, -1.317], [-1.267, 6.550, -2.598], [-2.312, 6.369, -1.228], [-0.550, 6.301, -0.992], [-0.610, 4.308, -2.657], [-2.334, 4.253, -2.413], [0.209, 2.407, -1.950], [-1.981, 2.806, 2.439], [-2.276, 5.736, 0.757], [-3.108, 4.618, 1.844], [-5.348, 5.885, 1.799], [-5.691, 7.268, 0.748], [-4.053, 6.999, 1.373], [2.898, -1.621, 1.410], [2.760, -1.233, -0.216], [1.237, -4.900, -3.279], [1.092, -3.495, -3.864], [1.778, -2.652, -2.797], [2.799, -3.477, -2.230], [2.623, -4.830, -2.648], [1.153, -5.695, -4.019], [0.479, -5.068, -2.511], [1.631, -3.423, -4.811], [0.060, -3.195, -4.035], [1.076, -2.364, -2.008], [2.235, -1.744, -3.190], [3.402, -5.083, -3.376], [2.735, -5.483, -1.782], [1.721, -4.875, 3.570], [0.762, -5.195, 2.424], [1.419, -4.457, 1.264], [2.824, -4.473, 1.522], [3.068, -4.910, 2.862], [1.661, -5.571, 4.404], [1.524, -3.870, 3.947], [0.744, -6.270, 2.235], [-0.260, -4.863, 2.602], [1.077, -3.416, 1.217], [1.234, -4.923, 0.295], [3.482, -5.924, 2.840], [3.806, -4.246, 3.314]],
  "forces_ev_per_angstrom": [[-0.283, -0.093, -0.086], [0.146, 0.044, -0.113], [-0.092, -0.078, 0.187], [0.005, -0.082, 0.167], [-0.162, 0.196, 0.093], [-0.074, 0.153, -0.179], [0.025, 0.038, -0.166], [0.076, -0.171, -0.104], [0.022, -0.070, 0.092], [0.150, 0.126, -0.167], [-0.109, -0.105, -0.035], [-0.114, 0.148, 0.067], [0.015, -0.042, 0.033], [0.130, -0.117, -0.103], [0.043, 0.102, 0.193], [-0.114, 0.192, -0.298], [0.073, -0.210, 0.224], [0.230, -0.052, 0.047], [-0.536, -0.428, 0.119], [0.012, -0.191, 0.149], [0.073, 0.218, -0.230], [0.135, 0.055, 0.007], [0.072, 0.040, 0.053], [0.069, 0.064, -0.002], [-0.018, -0.024, -0.062], [-0.085, 0.006, 0.082], [0.039, -0.019, -0.026], [0.038, -0.078, 0.060], [-0.052, 0.015, 0.001], [-0.078, -0.009, 0.018], [0.043, -0.048, 0.026], [-0.006, 0.040, 0.008], [0.066, -0.013, -0.033], [0.159, 0.064, 0.020], [0.153, 0.201, -0.070], [-0.008, 0.026, 0.011], [0.051, -0.052, -0.001], [-0.035, -0.069, -0.019], [0.020, 0.061, 0.048], [-0.015, 0.007, -0.023], [0.001, 0.002, -0.012], [-0.008, 0.000, 0.007], [0.004, -0.003, 0.004], [-0.011, -0.005, 0.011], [-0.042, 0.016, -0.023], [0.004, 0.017, 0.022], [-0.010, -0.017, -0.002], [0.023, 0.012, 0.028], [-0.021, 0.091, 0.006], [0.035, -0.023, -0.003], [-0.032, 0.009, 0.034], [0.034, 0.109, -0.022], [-0.032, -0.026, 0.026], [0.001, -0.034, -0.022], [-0.012, -0.015, 0.008], [0.007, 0.003, -0.023], [0.000, 0.014, 0.022], [-0.039, -0.011, -0.009], [0.025, 0.012, -0.029], [-0.006, 0.002, -0.005], [0.016, -0.002, -0.005]],
  "lowdin_charge": [-0.079, -0.177, -0.135, 0.056, -0.079, -0.076, 0.059, -0.108, -0.140, 0.004, -0.537, 0.016, 0.125, -0.377, 0.088, -0.537, 0.770, -0.265, 0.165, -0.257, 0.120, 0.079, 0.054, 0.086, 0.106, 0.127, 0.128, 0.129, 0.119, 0.128, 0.099, 0.091, 0.084, 0.070, 0.099, -0.168, -0.163, -0.217, -0.148, -0.208, 0.110, 0.108, 0.114, 0.112, 0.103, 0.115, 0.117, 0.111, -0.170, -0.159, -0.206, -0.150, -0.201, 0.112, 0.080, 0.114, 0.113, 0.105, 0.108, 0.117, 0.116],
  "total_charge": 0,
  "orbital_gap_ev": 7.746,
  "e_tot_ev": -50635.05440,
  "lumo_energy_ha": -0.040,
  "max_force_ev_per_a": 0.7
}